{"formula": "C6H11N4OS", "method": "the ωB97M-V functional and the def2-TZVPD basis", "symbols": ["N", "N", "C", "N", "C", "C", "S", "C", "N", "C", "C", "O", "H", "H", "H", "H", "H", "H", "H", "H", "H", "H", "H"], "xyz": [[-1.453639, -1.602375, -1.068771], [-0.662682, -0.666251, -0.381854], [-0.502749, -0.642282, 0.983230], [0.241438, 0.201542, 1.558372], [0.506997, -0.105516, 2.941070], [-0.366274, -1.257447, 3.527464], [-1.227741, -1.844037, 2.002891], [-0.073578, 0.289858, -1.110524], [-0.273631, 0.326663, -2.415379], [0.635254, 1.298986, -2.998657], [1.186595, 2.035288, -1.660763], [0.853313, 1.097815, -0.650468], [-1.043961, -2.465987, -1.373362], [-2.109342, -1.851417, -0.363942], [0.418134, 0.674358, 3.566370], [1.547563, -0.385702, 3.062478], [0.165739, -2.062494, 3.847780], [-0.981363, -0.900981, 4.243983], [-1.147246, 0.098918, -2.852901], [-0.060701, 1.914939, -3.612094], [1.307381, 0.813876, -3.682698], [2.249062, 2.067643, -1.945740], [0.791431, 2.964603, -1.616485]], "atomic_forces_ev_per_a": [[-1.1466, 1.1008, 0.3419], [0.9384, 0.6114, -1.0329], [1.1612, 0.1914, 2.9503], [0.1031, -0.0395, -0.1047], [0.5162, -2.8877, -0.9240], [0.4769, 1.2736, -4.5664], [-0.9894, -1.2784, 0.3978], [-0.0198, -1.0523, -0.7676], [0.6661, 0.4997, 0.5868], [-2.1721, 1.6134, 0.0776], [1.9287, -3.8053, -4.9346], [-0.5810, -0.0748, 0.1171], [1.3604, -0.1598, 0.1231], [-1.3011, -0.3935, 0.1445], [-0.5985, 3.2845, 1.7851], [0.3656, -0.1458, -0.4403], [1.6235, -2.1073, 1.0345], [-2.4084, 0.9030, 2.0585], [-0.2055, -0.5674, 0.1308], [1.0430, 0.2616, 0.3055], [0.7866, -0.0669, 0.1608], [-0.0841, 0.1060, 1.4580], [-1.4631, 2.7334, 1.0982]], "smiles": "N/[N+](C1=NCCS1)=C1\\NCCO1", "gap_ha": 0.337, "total_charge": 1, "lumo_energy_ev": -3.0}

***

{"formula": "C29H35BeF5N4P2", "method": "the ωB97M-V functional and the def2-TZVPD basis", "symbols": ["Be", "C", "C", "C", "C", "C", "C", "C", "C", "C", "H", "H", "H", "H", "H", "H", "H", "H", "H", "H", "H", "H", "H", "H", "H", "P", "P", "N", "N", "N", "N", "C", "C", "C", "C", "C", "C", "C", "C", "C", "C", "C", "C", "C", "C", "C", "C", "C", "C", "H", "H", "H", "H", "H", "H", "H", "H", "H", "H", "H", "H", "H", "H", "H", "H", "H", "H", "H", "H", "F", "C", "F", "C", "F", "F", "F"], "xyz": [[-1.490436, 0.948881, -1.274484], [-1.757530, 1.040273, -2.834060], [-1.116148, -0.195422, -2.620669], [0.095921, -0.672211, -3.362802], [1.156172, 0.399502, -3.416564], [1.187661, 1.032549, -2.083058], [0.358185, 2.042240, -1.644061], [-0.206153, 2.946566, -2.699886], [-1.191136, 2.174995, -3.611488], [1.429941, -0.523108, 2.501966], [-2.831072, 0.933537, -2.951562], [-1.747463, -1.017245, -2.289691], [-0.100893, -1.075880, -4.373072], [0.474059, -1.500552, -2.745384], [2.100459, -0.104624, -3.636634], [0.974249, 1.083597, -4.243281], [2.077790, 0.715997, -1.538147], [0.702701, 2.597353, -0.753487], [0.577786, 3.459337, -3.304359], [-0.816597, 3.715058, -2.215650], [-2.015863, 2.860587, -3.888134], [-0.711891, 1.884193, -4.551671], [0.707509, 0.214085, 2.121423], [2.163357, -0.054628, 3.153861], [0.846563, -1.289228, 2.998394], [2.286260, -1.183192, 1.115766], [-1.302575, -0.983547, 0.722022], [3.250915, 0.134044, 0.562574], [3.515763, -2.241054, 1.517028], [-3.387649, 1.210171, -0.713357], [-2.572609, -2.052114, 1.403424], [1.281971, -1.801302, -0.221697], [-0.172517, -2.270543, 0.023937], [3.028078, 1.508960, 0.720949], [4.038170, 2.213678, 0.082560], [4.932785, 1.254430, -0.497203], [4.431412, -0.011151, -0.200652], [4.664297, -1.911717, 2.324345], [5.274336, -3.116524, 2.656506], [4.499478, -4.198745, 2.078883], [3.427822, -3.634890, 1.413532], [-2.959040, 2.493019, -0.909842], [-4.027020, 3.372582, -0.789304], [-5.190506, 2.587078, -0.545801], [-4.744992, 1.247208, -0.448157], [-3.963090, -2.067913, 1.159979], [-4.579457, -2.961720, 2.040333], [-3.556328, -3.489965, 2.899240], [-2.345609, -2.905897, 2.505325], [1.889434, -2.555298, -0.741641], [1.207021, -0.943885, -0.900129], [-0.532562, -2.466314, -0.996683], [-0.249228, -3.159659, 0.662981], [2.169551, 1.865360, 1.262962], [4.075283, 3.289519, -0.015123], [5.804080, 1.467335, -1.105156], [4.828790, -0.995081, -0.423605], [4.842725, -0.870037, 2.646933], [6.124179, -3.204081, 3.340277], [4.691674, -5.260458, 2.264920], [2.573054, -4.098659, 0.945557], [-1.891033, 2.698544, -1.141619], [-3.822918, 4.455652, -0.887039], [-6.061341, 3.174358, -0.295896], [-5.314957, 0.360730, -0.201951], [-4.396538, -1.478456, 0.366358], [-5.624555, -3.230025, 2.063560], [-3.684166, -4.218622, 3.689145], [-1.340935, -2.997195, 2.902203], [-1.750848, 0.418301, 3.001697], [-2.011574, 1.359166, 2.057690], [-3.358233, 1.492557, 1.962008], [-1.384726, 2.701268, 2.370109], [-2.045257, 3.282364, 3.409535], [-0.103402, 2.502403, 2.781514], [-1.330566, 3.603461, 1.343508]], "atomic_forces_ev_per_a": [[-1.3921, -1.4399, 4.4829], [-1.1871, -0.6418, -4.4091], [-0.3809, -1.7245, -1.6718], [-0.2231, -0.7535, 0.8073], [0.5559, -0.1857, -0.6993], [0.2325, 1.2609, 0.5519], [2.7927, 0.6035, -0.2355], [-1.0516, 0.5561, -0.9692], [0.1146, 0.9774, -0.5015], [-0.0161, 0.4467, 0.0132], [0.0217, 0.1501, 0.2903], [-0.2501, 0.0917, -0.1631], [-0.1822, 0.1516, 0.2754], [0.1947, -0.1335, -0.5264], [0.1798, 0.2468, 0.1111], [-0.0075, 0.1338, 0.2246], [-0.5831, 0.0652, 0.6520], [-0.3088, -0.6379, -0.0200], [-0.2876, -0.3102, 0.5485], [0.4215, 0.1746, -0.0587], [0.3732, -0.3578, 0.1053], [-0.1626, 0.0016, 0.0267], [0.1585, -0.2719, 0.1614], [0.1107, -0.0419, 0.2484], [-0.0876, -0.1268, 0.0908], [0.9162, 1.4552, -0.4056], [0.2767, 0.4489, -0.2858], [0.5471, 0.0398, -0.1919], [0.6172, -0.2587, 0.7690], [0.5581, -0.1007, -0.0074], [-0.9320, -0.4015, 0.8177], [-0.3132, -0.3269, 0.0323], [-0.0585, -0.4430, -0.4789], [0.7071, 0.2421, -0.3983], [-0.8613, -1.0516, 0.3038], [-1.0193, -1.0769, 0.3073], [0.1383, 1.0000, -0.1284], [-0.4703, -1.1897, 0.0481], [-0.9411, 1.0471, -0.1880], [-0.4099, 0.7396, 0.1721], [0.9942, -0.3838, 0.7521], [-1.2456, -0.0738, 0.7466], [1.1807, 0.5605, -0.3667], [1.5347, 0.7467, 0.4325], [0.8666, 1.2929, -0.6548], [0.7432, -0.9316, 0.6445], [1.2989, 0.6152, -0.3453], [0.9201, 0.7972, -0.8757], [-1.2932, 0.2169, -0.6101], [-0.1010, 0.0836, 0.0341], [0.1265, -0.0090, 0.2197], [0.1642, -0.6542, 0.1981], [0.1909, -0.0085, -0.3932], [-0.0575, 0.0453, 0.0091], [0.0799, -0.1398, 0.1505], [-0.1225, -0.1252, 0.2240], [-0.1290, 0.2590, 0.0262], [-0.0248, -0.9050, -0.4757], [-0.3329, -0.0037, -0.5448], [-0.1770, 0.5678, -0.3854], [0.1297, 0.0200, -0.1213], [-1.0586, 0.3471, 0.4134], [-0.8983, -0.6531, 0.1500], [-0.6628, -0.9293, -0.0582], [0.1513, 0.1120, -0.1286], [0.2167, -0.0232, 0.0504], [0.0376, 0.1561, -0.0440], [0.0468, 0.1427, -0.0821], [-0.2317, -0.0398, -0.0147], [-0.1110, 1.4562, 0.0068], [-2.1830, -0.4922, 0.5480], [1.7775, -0.1391, 0.2181], [0.4301, 1.1745, 0.4549], [0.5112, -0.1644, -0.8234], [-0.3159, 0.0407, -0.2575], [-0.2461, -1.3172, 1.2015]], "gap_ha": [0.214, 0.189], "total_charge": 0, "lumo_energy_ev": [-0.3, -0.5]}

***

{"formula": "C28H63Cl10N4O8P", "method": "the ωB97M-V functional and the def2-TZVPD basis", "symbols": ["C", "C", "O", "P", "O", "O", "C", "C", "O", "C", "C", "H", "H", "H", "H", "H", "H", "H", "H", "H", "H", "H", "H", "H", "H", "H", "C", "N", "C", "C", "O", "H", "H", "H", "H", "H", "H", "H", "C", "N", "C", "C", "O", "H", "H", "H", "H", "H", "H", "H", "C", "N", "C", "C", "O", "H", "H", "H", "H", "H", "H", "H", "C", "N", "C", "C", "O", "H", "H", "H", "H", "H", "H", "H", "Cl", "C", "C", "Cl", "H", "H", "H", "H", "Cl", "C", "C", "Cl", "H", "H", "H", "H", "Cl", "C", "C", "Cl", "H", "H", "H", "H", "Cl", "C", "C", "Cl", "H", "H", "H", "H", "Cl", "C", "C", "Cl", "H", "H", "H", "H"], "xyz": [[-2.268625, -7.560425, 9.443231], [-2.149173, -7.790557, 7.979380], [-1.270547, -6.886429, 7.355004], [-1.585499, -5.386324, 7.192784], [-3.078181, -5.128250, 7.042577], [-0.662875, -4.813442, 6.017609], [-0.773027, -3.520080, 5.617841], [-1.804705, -3.217279, 4.606565], [-1.049499, -4.721789, 8.516391], [0.356593, -4.524964, 8.785415], [0.708026, -5.480132, 9.872150], [-2.846775, -6.726210, 9.840634], [-2.781089, -8.424964, 9.865198], [-1.274811, -7.517571, 9.888880], [-1.691727, -8.771652, 7.851732], [-3.104810, -7.765640, 7.455708], [-0.779643, -2.784617, 6.422303], [0.195881, -3.435091, 5.125818], [-2.829424, -3.244297, 4.977126], [-1.685699, -2.206116, 4.217347], [-1.883598, -3.880474, 3.745147], [1.134169, -4.614042, 8.026774], [0.484266, -3.516505, 9.178891], [0.105563, -5.391076, 10.776152], [0.590214, -6.472385, 9.436650], [1.624773, -5.223028, 10.402778], [-1.740094, 5.223964, 5.724383], [-0.524791, 4.730655, 5.152480], [0.096495, 5.751933, 4.251988], [-0.187344, 3.431870, 5.209859], [0.767964, 2.939602, 4.525770], [-2.150625, 5.687451, 4.827306], [-1.706890, 6.033601, 6.453414], [-2.339202, 4.362384, 6.019074], [-0.453275, 6.292772, 3.481706], [0.270963, 6.647858, 4.847793], [1.024381, 5.408784, 3.794405], [-0.826987, 2.852483, 5.893510], [0.817787, 1.444168, -3.051002], [1.018096, 0.610754, -1.857838], [2.020791, 0.901175, -0.864485], [0.533484, -0.628904, -1.898548], [0.728392, -1.469049, -1.084703], [0.116748, 0.993802, -3.753720], [1.713731, 1.533249, -3.665377], [0.616397, 2.444581, -2.667977], [2.038977, 0.132410, -0.091977], [2.971179, 0.926244, -1.397599], [1.837406, 1.866365, -0.392385], [-0.121099, -0.691519, -2.781618], [-6.246754, -0.232638, -6.970849], [-5.014402, -0.856113, -7.368092], [-4.734750, -0.720713, -8.731213], [-4.308606, -1.625646, -6.544603], [-3.358557, -2.352937, -6.867196], [-7.135784, -0.662612, -7.432208], [-6.368266, 0.813949, -7.250100], [-6.496107, -0.225461, -5.909777], [-3.925353, -1.352348, -9.097285], [-5.562385, -0.946872, -9.403502], [-4.379077, 0.297697, -8.887578], [-4.688708, -1.404172, -5.535304], [6.182826, 9.480008, -2.302644], [5.564778, 8.216175, -1.900568], [6.505559, 7.208766, -1.397337], [4.258579, 8.000603, -1.941913], [3.672053, 6.960850, -1.605687], [5.371593, 10.169362, -2.536740], [6.869063, 9.399437, -3.145659], [6.798759, 9.969834, -1.548452], [6.035861, 6.446275, -0.775983], [6.969213, 6.669419, -2.223317], [7.221581, 7.550604, -0.649978], [3.721658, 8.816243, -2.450483], [-3.708261, -8.949150, -2.613056], [-3.796796, -7.096632, -2.655412], [-2.537588, -6.350116, -2.071652], [-1.814915, -7.266227, -0.724311], [-4.615485, -6.879366, -1.969375], [-4.093093, -6.706066, -3.628942], [-2.948503, -5.421126, -1.676389], [-1.887474, -6.045877, -2.891949], [-0.036702, 5.454499, -8.683430], [-0.735156, 6.791472, -7.722477], [0.031333, 8.132484, -8.223286], [1.769100, 8.364865, -7.653449], [-0.462803, 6.549590, -6.695138], [-1.814998, 6.903846, -7.819432], [-0.604416, 8.938374, -7.856591], [0.056631, 8.271837, -9.304043], [5.509763, -3.749143, -4.981324], [4.027693, -2.863234, -4.984112], [3.828806, -2.247554, -6.345925], [4.741620, -0.746240, -6.295234], [4.035030, -2.167670, -4.144925], [3.353451, -3.651889, -4.650178], [2.800232, -1.887399, -6.325220], [3.986567, -2.792095, -7.276880], [-4.012355, 3.127118, -3.243536], [-4.746056, 2.935359, -1.690845], [-3.964993, 3.619527, -0.555456], [-4.221323, 5.349919, -0.687431], [-4.798256, 1.854035, -1.563920], [-5.754725, 3.339704, -1.775668], [-2.876917, 3.599146, -0.494019], [-4.422134, 3.443549, 0.418277], [7.452551, -2.996686, 1.621365], [6.087834, -4.003956, 1.056904], [4.944063, -3.552505, 1.927681], [4.867555, -4.397393, 3.539556], [6.343091, -5.063548, 1.042046], [5.882037, -3.613258, 0.060360], [3.961630, -3.774389, 1.510918], [5.018925, -2.496806, 2.188420]], "atomic_forces_ev_per_a": [[-0.2504, -0.3243, 1.4003], [-0.7260, -0.5864, -0.1272], [1.9361, -0.3741, -1.1602], [-4.5274, 1.9369, -0.5436], [3.0942, -0.3469, 0.2171], [-0.7643, -4.0349, 2.0515], [1.8123, 2.2176, -1.4723], [-2.1416, 0.3382, -0.8826], [1.0384, 0.8193, -0.5356], [0.2560, 0.8054, 1.7250], [-0.0369, -0.2485, 1.2117], [0.0943, 0.3863, -0.6980], [0.1067, -0.2595, 0.0452], [-0.0499, -0.0541, 0.0702], [-0.0385, 0.0361, -0.2513], [-0.0405, 0.0127, 0.0757], [-0.2045, -0.1739, 0.3661], [0.1570, 0.8498, -0.1142], [0.0296, -0.0067, 0.5488], [0.3178, 0.0509, 0.0323], [0.7332, -0.2293, 0.0324], [-0.8882, -0.2665, -0.9511], [-0.3895, 0.2419, -0.2100], [-1.0761, -0.0558, -0.4438], [0.6700, -0.2304, 0.5906], [0.8979, -0.4988, -0.9901], [-0.8379, -0.0788, -1.2620], [0.7566, 1.4194, -0.8229], [1.0361, 0.0328, 0.9112], [3.2649, -0.8369, -2.6589], [-2.9177, 1.1108, 2.2453], [-1.2155, 0.0824, 0.3094], [0.5789, -0.3729, 0.4159], [-0.2341, 0.3963, 0.3129], [-1.1860, -1.2884, -0.4189], [0.6953, -0.2259, 0.6540], [-0.1368, -0.1871, 0.3690], [0.1914, -0.0573, -0.0696], [1.1427, 0.2715, 0.8370], [-0.1494, 0.3015, -0.7932], [0.3596, 0.6269, -0.2785], [-0.9433, 1.2144, -1.3175], [0.2244, -2.1840, 1.3770], [-0.5540, 0.3214, 0.5743], [0.5117, -0.0502, 0.2207], [-0.6147, 0.0844, -0.5928], [-0.1336, 0.0234, -0.2936], [0.3794, 0.1258, 0.3568], [0.0464, 0.0681, -0.0585], [-0.2552, -0.7964, -0.0509], [-1.4191, 0.7135, 0.4654], [-1.3795, 0.1354, 0.3296], [1.2555, 0.2565, -2.1617], [1.5507, -0.8315, 0.0274], [-1.5064, 1.1204, 0.7798], [0.1441, -0.6313, -0.2890], [0.8070, 0.2297, -0.2384], [0.7050, -0.4123, 0.1937], [0.0563, -0.2093, 0.6072], [-0.3662, 0.1916, 0.2739], [-0.2475, 0.2268, -0.4129], [0.4132, -0.7817, 0.4467], [-0.5724, 0.2511, -0.1292], [2.7677, 0.2482, 0.9584], [-0.5729, -0.8824, 0.5340], [-1.8684, -1.7581, -0.3665], [0.9575, 1.5147, -0.2094], [0.1479, 0.0725, -0.2415], [-0.3018, -0.3912, -0.3294], [-0.2530, -0.3653, 0.5920], [-0.8228, 0.0107, -0.4856], [0.3021, 0.2370, 0.0267], [0.3141, 0.8759, -0.6220], [-0.1126, 0.1745, 0.2693], [0.0441, 1.4725, -0.5650], [0.2083, -0.3164, 1.4212], [-1.5619, -0.4417, -0.7923], [0.1794, 0.5518, -0.4886], [-0.0157, -0.1869, -0.0934], [0.3622, -0.4353, -0.1251], [0.1648, -0.0415, 0.2186], [0.6304, -0.5942, 0.4195], [-0.5268, -0.2634, -0.0355], [2.5162, 1.4249, -0.7693], [-1.0646, -0.6496, 0.9711], [-1.5120, -0.4058, -0.2270], [-0.1575, 0.3525, -0.0384], [0.1948, -0.1561, -0.3409], [0.5262, 0.3132, 0.3441], [0.0251, -0.6167, 0.1064], [2.0358, -0.7369, 0.2376], [-0.4830, -1.3530, 0.4142], [-1.8344, 1.0485, 1.1128], [0.7963, 0.7837, -0.6453], [0.0695, 0.4290, -0.5201], [-0.7973, 0.3161, -0.7210], [-0.2052, -0.1911, -0.4148], [0.3909, -0.2922, 0.5662], [0.7602, 0.3878, -1.3029], [0.2234, -0.6294, 1.1664], [-0.7345, 0.4163, 0.1401], [-0.2584, 1.6326, -0.3064], [-0.0902, 0.0893, 0.4408], [0.1180, 0.0064, 0.3665], [-0.2055, -1.1123, -0.3632], [0.2074, -0.8109, -0.1427], [0.9075, -0.3455, -0.0830], [-0.1544, 1.3215, 0.0970], [-1.0993, -0.8167, 0.8736], [0.2934, 0.0989, -0.3377], [-0.1377, 0.2315, 0.2006], [0.0179, -0.4093, -0.1322], [0.1726, 0.0980, -0.2720], [-0.0230, -0.1716, -0.3515]], "smiles": "CCOP(=O)(OCC)OCC.CN(C)C=O.CN(C)C=O.CN(C)C=O.CN(C)C=O.ClCCCl.ClCCCl.ClCCCl.ClCCCl.ClCCCl", "gap_ha": 0.345, "total_charge": 0, "lumo_energy_ev": 0.1}

***

F_max per entry: 6.52 4.91 4.95 eV/Å
DFT total energy per entry: -927.35762 -2541.49690 -6868.83034 hartree